Run w
Entry from OMol25: 2 unconnected molecules or ions with the total composition C4H8NO3 (the ωB97M-V functional and the def2-TZVPD basis).

Cartesian coordinates (Å):
C -2.151 1.072 1.995
C -2.305 0.940 0.498
O -1.250 0.403 -0.080
O -3.232 1.284 -0.184
H -1.366 0.391 2.324
H -3.126 0.803 2.411
H -1.856 2.078 2.268
C 1.669 -1.361 -1.837
C 2.284 -0.934 -0.528
O 2.949 -1.679 0.148
N 2.023 0.375 -0.165
H 2.108 0.563 0.824
H 1.145 0.752 -0.525
H 2.361 -1.914 -2.463
H 1.270 -0.536 -2.424
H 0.824 -2.018 -1.586

Molecular weight, g mol⁻¹: 118.112
2S+1: 2

---

Run x
Entry from OMol25: 2 unconnected molecules or ions with the total composition C4H8NO3 (the ωB97M-V functional and the def2-TZVPD basis).

Cartesian coordinates (Å):
C -1.680 0.766 0.017
C -1.558 1.233 -1.398
O -2.457 1.839 -2.035
N -0.307 1.235 -1.933
H -0.168 1.399 -2.902
H 0.620 0.835 -1.483
H -2.521 0.204 0.167
H -1.726 1.619 0.732
H -0.805 0.200 0.276
C 1.252 -1.713 1.778
C 1.822 -0.926 0.560
O 1.119 0.025 0.191
O 2.921 -1.240 0.075
H 0.766 -2.659 1.409
H 0.559 -0.947 2.116
H 2.164 -1.869 2.430

Molecular weight, g mol⁻¹: 118.112
2S+1: 2

---

Energies relative to the minimum, kJ/mol: run w 0.0; run x 129.9